# 1
Computed, not measured: 2 unconnected molecules or ions with the total composition C3H9NO2S2, with ωB97M-V/def2-TZVPD.

The geometry in XYZ format:
```
17
C3H9NO2S2 | OMol25 | ωB97M-V/def2-TZVPD
N 1.85 0.83 0.93
C 1.47 -0.26 0.14
O 2.31 -1.14 0.26
C 0.13 -0.26 -0.32
C -0.33 -1.64 0.29
S -1.61 -2.59 -0.80
S -2.40 -1.36 -2.28
H 1.44 1.70 0.80
H 2.77 0.83 1.29
H -0.49 0.54 -0.06
H 0.07 -0.01 -1.42
H -0.88 -1.65 1.34
H 0.55 -2.41 0.40
H -1.59 -1.72 -3.32
O -0.81 2.78 0.77
H -0.93 3.71 0.57
H -1.55 2.64 1.41
```

Summary:
- E_HOMO: -8.9 eV
- Net charge: 0
- HOMO-LUMO gap: 9.12 eV

Results of the Löwdin charge analysis, in e, for atoms 1 through 5: 0.168, -0.566, 0.031, -0.193, -0.442

# 2
Computed, not measured: a molecular structure, C17H39InOP3S, with ωB97M-V/def2-TZVPD.

The geometry in XYZ format:
```
62
C17H39InOP3S | OMol25 | ωB97M-V/def2-TZVPD
In -0.75 -1.06 -0.70
P 0.87 -0.56 1.66
P 1.50 -0.87 -2.19
P -0.63 -3.59 0.24
H -3.14 2.70 -0.02
C -3.94 2.05 0.37
C -4.06 1.85 1.69
H -3.52 2.46 2.44
C 1.28 1.16 2.14
C 2.57 -1.23 1.85
C 0.17 -1.07 3.26
C 1.05 -0.88 -3.96
C 2.63 0.57 -2.13
C 2.72 -2.23 -2.14
C -1.93 -3.80 1.52
C 0.83 -4.44 0.96
C -1.01 -4.71 -1.17
H -4.52 1.44 -0.35
H -4.78 1.14 2.12
H 0.39 1.80 2.05
H 2.09 1.56 1.51
H 1.61 1.15 3.19
H 3.24 -0.77 1.12
H 2.59 -2.32 1.72
H 2.93 -0.98 2.86
H -0.72 -0.46 3.48
H 0.93 -0.89 4.04
H -0.12 -2.13 3.26
H 1.93 -1.14 -4.58
H 0.67 0.11 -4.25
H 0.27 -1.63 -4.12
H 3.53 0.37 -2.74
H 2.94 0.77 -1.10
H 2.11 1.46 -2.52
H 3.47 -2.08 -2.94
H 2.21 -3.19 -2.30
H 3.22 -2.25 -1.16
H -2.53 -4.69 1.28
H -2.60 -2.93 1.55
H -1.47 -3.92 2.51
H 0.62 -5.52 1.01
H 1.05 -4.07 1.97
H 1.69 -4.27 0.30
H -1.38 -5.66 -0.77
H -0.07 -4.88 -1.71
H -1.75 -4.28 -1.86
C -5.16 -2.47 -1.62
C -5.44 -3.16 -2.81
C -6.73 -3.67 -3.07
C -7.77 -3.39 -2.17
C -7.52 -2.60 -1.05
C -6.24 -2.12 -0.79
S -3.47 -2.26 -1.12
H -3.01 -1.03 -1.64
H -4.64 -3.32 -3.53
H -6.92 -4.27 -3.96
H -8.78 -3.81 -2.35
H -8.36 -2.36 -0.39
H -6.04 -1.47 0.06
O 0.09 1.86 -0.83
H -0.64 2.45 -1.05
H 0.76 2.44 -0.42
```

Summary:
- E_HOMO: -16.8 eV
- Net charge: +3
- HOMO-LUMO gap: 4.07 eV

Results of the Löwdin charge analysis, in e, for atoms 1 through 5: 0.685, 0.751, 0.756, 0.730, 0.040

| no. | E_LUMO (eV) | E (Eh) |
| --- | --- | --- |
| 1 | 0.258 | -1121.27974 |
| 2 | -12.708 | -2357.69874 |